C21H19BBrF4N5O3PdS2 as an isolated structure, computed with ωB97M-V with the def2-TZVPD basis set.

Output
Charge ... +2
Largest force on an atom ... 0.5 eV/A
Energy ... -142406.7034 eV
Frontier orbital gap (alpha / beta) ... 4.01 / 4.00 eV
2S+1 ... 1
HOMO (alpha / beta) ... -13.521 / -13.520 eV

Structure (XYZ):
```
57
C21H19BBrF4N5O3PdS2 (ωB97M-V with the def2-TZVPD basis set)
Pd -0.501 -1.365 -0.303
Br -2.597 4.605 -3.028
C -2.711 2.869 -2.309
C -2.655 1.778 -3.173
C -2.637 0.496 -2.644
C -2.678 0.336 -1.267
C -2.793 1.415 -0.409
C -2.821 2.700 -0.939
N -2.391 -0.957 -0.726
C -3.253 -1.868 -0.505
C -2.734 -3.133 -0.004
C -3.514 -4.213 0.337
C -2.885 -5.364 0.809
C -1.512 -5.380 0.916
C -0.783 -4.247 0.560
N -1.380 -3.157 0.109
H -2.634 1.936 -4.243
H -2.565 -0.370 -3.291
H -2.811 1.259 0.661
H -2.887 3.557 -0.283
H -4.313 -1.714 -0.686
H -4.590 -4.154 0.244
H -3.470 -6.228 1.093
H -0.985 -6.249 1.280
H 0.290 -4.214 0.666
F 1.298 -0.796 2.343
B 0.097 -1.410 2.928
F -1.003 -0.827 2.237
F 0.056 -1.169 4.256
F 0.176 -2.766 2.582
O 1.506 -1.707 0.080
H 1.917 -2.578 0.036
H 1.602 -1.370 1.030
N 5.678 2.074 2.973
C 4.487 2.118 2.366
C 3.312 1.763 3.065
C 2.096 1.807 2.445
C 2.018 2.219 1.100
C 3.179 2.597 0.396
C 4.393 2.534 1.011
S 0.494 2.433 0.402
O 0.499 3.499 -0.562
O -0.567 2.269 1.328
N 0.327 0.984 -0.653
C 0.467 1.095 -1.907
S 0.728 2.591 -2.915
C 0.885 1.638 -4.230
C 0.683 0.223 -3.941
N 0.434 -0.047 -2.715
H 5.757 1.813 3.941
H 6.518 2.361 2.502
H 3.377 1.461 4.102
H 1.196 1.554 2.985
H 3.109 2.964 -0.620
H 5.290 2.830 0.483
H 1.096 2.051 -5.209
H 0.708 -0.546 -4.704
```